Record 1
Density functional theory data (wB97M-V/def2-TZVPD) for a single C6H12 molecule.

```
! RIJCOSX wB97M-V def2-TZVPD def2/J DEFGRID3
* xyz 0 1
C 2.39546 0.03278 -0.30989
C 1.35456 -1.02446 -0.18262
C 0.35480 -0.67737 0.84167
C -0.61724 -0.03175 -0.21400
C -0.92835 1.42188 0.13346
C -1.86448 -0.89086 -0.39496
H 2.20803 1.00824 0.17282
H 3.23591 -0.43704 0.23106
H 2.75144 0.17243 -1.33586
H -0.11026 -0.03004 -1.19714
H 0.63956 0.06693 1.60396
H -0.12488 -1.53666 1.32076
H -1.54514 1.87913 -0.64865
H -0.01063 2.01359 0.22756
H -1.47236 1.49120 1.08274
H -1.58136 -1.91421 -0.66216
H -2.50080 -0.49122 -1.19299
H -2.45404 -0.92438 0.52906
*
```

Atom charges from the Mulliken analysis, given in e for atoms 1 to 5: atom 1 (C): -0.8867, atom 2 (C): -0.3596, atom 3 (C): -0.6061, atom 4 (C): 1.0381, atom 5 (C): -1.4857


Record 2
Density functional theory data (wB97M-V/def2-TZVPD) for a molecular structure, H24O12Xe.

```
! RIJCOSX wB97M-V def2-TZVPD def2/J DEFGRID3
* xyz 0 1
Xe -0.33697 0.05163 -0.00725
O -0.02730 -1.79073 3.51596
H 0.60435 -1.58001 2.82833
H 0.45755 -1.67002 4.33240
O 2.32943 1.64641 2.15882
H 2.05883 0.73003 2.10177
H 2.51541 1.78435 3.08758
O 1.88527 3.19626 -0.43943
H 1.91192 2.66916 0.35912
H 0.95396 3.36018 -0.58782
O -3.02800 2.60410 -0.29299
H -3.37488 2.39143 0.57343
H -2.22062 3.08698 -0.11635
O 2.37938 -2.43170 -0.51680
H 1.42635 -2.42053 -0.42817
H 2.53835 -2.89107 -1.34138
O -2.93025 0.89903 -2.54080
H -2.19375 0.97215 -3.14781
H -2.69110 1.46182 -1.80439
O -4.36045 -1.21091 -1.35487
H -3.77265 -1.95981 -1.25542
H -3.81794 -0.53157 -1.75539
O 0.32525 1.85046 -2.76055
H 0.19691 2.79538 -2.67754
H 0.08151 1.65370 -3.66504
O -0.36393 -3.86895 -0.09964
H -0.00150 -4.10507 -0.95353
H -0.24748 -4.65376 0.43584
O 2.41160 -1.16932 2.14049
H 2.94176 -1.76338 2.67176
H 2.72822 -1.29948 1.24659
O 1.78353 -0.50726 -3.20133
H 1.28387 0.25856 -2.91833
H 1.66783 -0.53169 -4.15120
O -0.89078 1.27536 3.74514
H -1.55135 1.35471 3.05698
H -0.67234 0.34356 3.76182
*
```

Atom charges from the Mulliken analysis, given in e for atoms 1 to 5: atom 1 (Xe): 0.0022, atom 2 (O): -0.6805, atom 3 (H): 0.3729, atom 4 (H): 0.3073, atom 5 (O): -0.6391


Gap between HOMO and LUMO values, unit eV, following the record order: 9.027, 10.349.
HOMO level values, unit eV, following the record order: -8.08, -10.54.
ΔE to the lowest compared entry with this formula, charge and spin values, unit eV, following the record order: 3.7413, 1.1217.